Record 1
Entry from the Open Molecules 2025 dataset: a 3-piece molecular cluster, C3H7O2 overall in a non-equilibrium geometry (wB97M-V/def2-TZVPD).

```
! wB97M-V def2-TZVPD RIJCOSX def2/J DEFGRID3
* xyz 0 2
C 0.1270 1.1068 -0.9965
O 0.7318 2.1187 -1.1915
H 0.2666 0.1588 -1.5637
H -0.5917 0.9749 -0.1708
H 2.0038 2.1233 1.2632
C 0.6273 -1.1975 1.1746
C -0.7211 -1.3048 0.8370
O -1.3410 -1.4111 -0.2242
H 0.7551 -0.4099 1.9130
H 1.4655 -1.6679 0.6788
H -1.4546 -1.1135 1.6593
H 2.3821 2.3573 1.8563
*
```

HOMO (alpha / beta), eV: -10.11 / -10.06
ΔE to the lowest compared entry with this formula, charge and spin, kcal per mole: 53.34
Kohn-Sham gap (alpha / beta), hartree: 0.4058 / 0.2924
Calculated total energy, eV: -7315.0768

These are the Löwdin partial charges, in e, on atoms 1 to 2:
1 C -0.172
2 O -0.012

Record 2
Entry from the Open Molecules 2025 dataset: C28H27Fe2O2 as an isolated structure in a non-equilibrium geometry (wB97M-V/def2-TZVPD).

```
! wB97M-V def2-TZVPD RIJCOSX def2/J DEFGRID3
* xyz -1 1
C 3.0582 -0.1423 0.6948
C 1.6371 -0.5603 0.6305
C 0.5588 0.4607 0.8599
C 1.3225 -1.8959 0.2117
Fe 1.5172 -3.4884 1.4201
C 3.3565 -3.3901 1.3246
O 4.4970 -3.3914 1.0975
C 1.3576 -4.5469 -0.0863
O 1.3815 -5.0064 -1.1526
C -0.0573 -2.9647 2.6191
C 1.1888 -2.8644 3.3279
C 1.8192 -4.1598 3.3043
C 0.9697 -5.0536 2.5744
C -0.1914 -4.3142 2.1474
H 3.6888 -0.7656 0.0453
H 3.2238 0.9039 0.3892
H 3.4492 -0.2465 1.7203
H -0.2310 -0.0126 1.4725
H 0.9851 1.2875 1.4515
H 0.2679 -2.0266 -0.0907
H 2.0225 -2.2342 -0.5703
H -0.8117 -2.1845 2.5385
H 1.5527 -1.9869 3.8585
H 2.7238 -4.4386 3.8380
H 1.1327 -6.1211 2.4437
H -1.0599 -4.7249 1.6379
C -4.5032 0.9038 -0.0262
C -3.4455 0.2277 -0.7629
C -3.2651 0.9271 -2.0281
C -4.2122 2.0262 -2.0712
C -4.9764 2.0136 -0.8369
Fe -3.0357 2.1320 -0.4764
C -2.5093 4.0239 -0.2419
C -2.7774 3.3905 1.0355
C -1.9040 2.2412 1.1632
C -1.1114 2.1290 -0.0650
C -0.0802 1.0596 -0.3935
C 0.9487 1.4930 -1.4547
C 1.4437 0.4970 -2.3048
C 2.5908 0.7125 -3.0621
C 3.1811 1.9805 -3.0765
C 2.5919 3.0245 -2.3620
C 1.4848 2.7820 -1.5378
C -1.4855 3.2504 -0.9154
H -4.9156 0.5834 0.9271
H -2.9492 -0.6933 -0.4652
H -2.6109 0.6186 -2.8408
H -4.3850 2.6777 -2.9245
H -5.8175 2.6617 -0.6040
H -2.9440 4.9526 -0.6051
H -3.4474 3.7601 1.8085
H -1.7886 1.6055 2.0428
H -0.6430 0.2351 -0.8704
H 0.9642 -0.4857 -2.3107
H 3.0301 -0.1244 -3.6077
H 4.0998 2.1407 -3.6451
H 3.0210 4.0256 -2.4085
H 1.0784 3.5996 -0.9415
H -0.9866 3.4960 -1.8459
*
```

HOMO, eV: -0.70
Kohn-Sham gap, hartree: 0.1222
Calculated total energy, eV: -102339.7201

These are the Löwdin partial charges, in e, on atoms 1 to 2:
1 C -0.132
2 C -0.423

Record 3
Entry from the Open Molecules 2025 dataset: a 18-piece molecular cluster, C43H118N4O18 overall in a non-equilibrium geometry (wB97M-V/def2-TZVPD).

```
! wB97M-V def2-TZVPD RIJCOSX def2/J DEFGRID3
* xyz 0 1
C 0.7251 -0.1689 4.7062
O 1.1859 1.1764 4.5904
H 1.5908 -0.8141 4.8614
H 0.1179 -0.1922 5.6121
H 0.0959 -0.4626 3.8658
H 2.1087 1.2134 4.3325
C -5.0767 1.5088 3.1791
O -6.1404 1.5488 2.2673
H -4.0728 1.7950 2.8188
H -5.2372 2.2799 3.9361
H -4.9540 0.5255 3.6418
H -5.9914 0.8653 1.5939
C -1.0140 -4.7524 1.3492
O -2.0944 -4.0791 0.7929
H -0.7606 -5.6892 0.8250
H -0.0473 -4.2195 1.3407
H -1.1167 -5.0573 2.3919
H -1.8896 -3.8828 -0.1343
C -5.0056 -1.8766 -3.1016
O -6.0131 -2.7681 -2.6578
H -4.1660 -1.8599 -2.3926
H -4.5374 -2.2330 -4.0294
H -5.3761 -0.8741 -3.2934
H -5.7450 -3.6681 -2.8530
C -5.1896 2.9587 -0.8131
O -4.7852 1.8584 -1.6120
H -6.2305 2.8184 -0.5173
H -4.6400 2.9658 0.1367
H -5.0999 3.9675 -1.2211
H -3.8955 2.0576 -1.9375
C 0.7499 0.5748 -6.9304
O 0.1051 -0.4268 -7.7162
H 1.8316 0.5103 -7.0267
H 0.3816 1.5546 -7.2375
H 0.4963 0.4524 -5.8743
H -0.6987 -0.0521 -8.0804
C 0.8619 5.6599 -4.3791
O 1.6648 4.8767 -3.5158
H -0.1780 5.4343 -4.1305
H 0.9736 6.7446 -4.2993
H 0.9807 5.3824 -5.4272
H 2.4750 4.5805 -3.9348
O 0.0021 4.3586 -1.1345
H 0.4139 4.4728 -2.0044
H 0.2585 3.4640 -0.8539
O -1.1233 3.6901 -6.0558
H -1.6234 4.0922 -6.7732
H -1.5705 3.9833 -5.2563
O -6.0686 -0.1207 -0.0077
H -5.6507 0.4295 -0.6914
H -6.0145 -1.0208 -0.3447
O -1.6526 4.9648 2.0288
H -1.6616 5.1791 1.0889
H -0.9566 5.5135 2.4015
O -1.6494 -3.6317 -4.6748
H -1.2420 -3.0177 -5.2967
H -1.7041 -4.4657 -5.1520
O -1.4810 -3.8605 -1.9036
H -1.0698 -3.3985 -2.6421
H -2.3875 -4.0058 -2.1935
O -2.6270 5.3211 -1.0615
H -1.7208 5.0078 -1.2292
H -2.9355 5.6772 -1.8991
C 0.2581 1.6022 -3.2680
C -0.3263 0.5910 -2.2710
C 0.8705 -0.2660 -1.8309
C 0.6836 -1.1261 -0.5870
C 0.0931 -0.2981 0.5247
C -1.1329 0.5807 0.1909
N -0.8775 1.2469 -1.0924
O -1.9294 2.1606 -1.3884
C -2.4093 -0.2596 0.2240
C -1.0886 1.6483 1.2820
C -1.3449 -0.2760 -3.0371
H 0.6694 2.4768 -2.7619
H -0.4480 1.9496 -4.0240
H 1.0997 1.1221 -3.7678
H 1.0701 -0.9259 -2.6827
H 1.7723 0.3420 -1.7154
H 1.6679 -1.5191 -0.3196
H 0.0963 -2.0156 -0.8433
H 0.8895 0.3492 0.9171
H -0.1502 -0.8688 1.4259
H -2.4629 -0.9583 1.0590
H -3.2547 0.4310 0.2497
H -2.4755 -0.8896 -0.6663
H -2.0257 2.2000 1.3746
H -0.9400 1.1671 2.2548
H -0.2481 2.3327 1.1769
H -1.2563 -0.2128 -4.1246
H -2.3792 0.0065 -2.8182
H -1.3107 -1.3333 -2.7636
H -1.4320 2.9377 -1.6711
C 5.9369 -3.3565 -1.0622
C 5.5802 -3.4203 -2.5584
C 6.2336 -4.7078 -3.0772
C 5.7170 -5.1523 -4.4347
C 4.1901 -5.2537 -4.3768
C 3.4499 -4.0218 -3.8371
N 4.1421 -3.5107 -2.6488
O 3.4059 -2.4552 -2.0653
C 3.3076 -2.9848 -4.9542
C 2.0625 -4.5063 -3.3741
C 6.2166 -2.1967 -3.2391
H 5.4833 -4.2066 -0.5467
H 5.4295 -2.5117 -0.5902
H 7.0162 -3.2946 -0.9463
H 7.2975 -4.4729 -3.1368
H 6.0759 -5.5141 -2.3572
H 6.0965 -6.1325 -4.7241
H 5.9969 -4.4401 -5.2178
H 3.9107 -6.1013 -3.7426
H 3.8305 -5.4478 -5.3911
H 4.2331 -2.8942 -5.5288
H 2.4720 -3.2050 -5.6211
H 3.1321 -1.9742 -4.5706
H 1.3922 -3.6658 -3.1898
H 1.6494 -5.2251 -4.0783
H 2.2282 -4.9903 -2.4079
H 7.3074 -2.2511 -3.2654
H 6.0862 -1.2726 -2.6623
H 5.7739 -2.0181 -4.2176
H 2.9049 -2.9400 -1.4001
C 3.0379 6.3887 1.9413
C 3.4029 4.9484 1.5708
C 3.3994 4.7852 0.0565
C 4.7407 5.1129 -0.5959
C 5.8433 4.3217 0.0754
C 5.9569 4.6637 1.5552
N 4.6382 4.3701 2.1442
O 4.6706 4.6359 3.5415
C 6.9774 3.6960 2.1624
C 6.4465 6.0997 1.7781
C 2.2601 4.0735 2.1096
H 3.7331 7.1324 1.5467
H 3.0225 6.5268 3.0273
H 2.0273 6.6084 1.6035
H 3.1810 3.7411 -0.2058
H 2.6663 5.3339 -0.5393
H 4.9655 6.1798 -0.4548
H 4.7625 5.0376 -1.6856
H 6.8068 4.4674 -0.4210
H 5.6211 3.2538 -0.0254
H 6.6049 2.6835 2.0154
H 7.9211 3.8101 1.6230
H 7.1901 3.9111 3.2076
H 5.8490 6.8458 1.2569
H 6.3659 6.3738 2.8352
H 7.5071 6.1880 1.5472
H 2.3995 3.0070 1.9433
H 1.3293 4.3197 1.5797
H 2.0360 4.3142 3.1488
H 4.6669 5.5985 3.6455
C -6.6437 -3.7561 5.9832
C -5.3118 -3.4957 6.7197
C -4.5466 -4.8285 6.8303
C -3.8829 -5.2595 5.5294
C -3.0231 -4.1429 4.9529
C -3.6891 -2.7689 4.8888
N -4.3969 -2.5281 6.1373
O -4.8918 -1.2013 6.2038
C -2.5758 -1.7216 4.8315
C -4.5225 -2.6738 3.6096
C -5.5941 -3.0618 8.1600
H -7.4005 -4.1709 6.6405
H -6.4506 -4.3642 5.0999
H -6.9817 -2.7984 5.5727
H -3.7375 -4.7011 7.5593
H -5.2447 -5.5836 7.1968
H -4.6744 -5.5771 4.8366
H -3.2982 -6.1765 5.6356
H -2.7264 -4.4605 3.9507
H -2.0948 -4.0919 5.5318
H -1.9599 -1.8190 5.7299
H -1.8961 -1.9179 3.9959
H -2.9310 -0.6962 4.7576
H -3.8869 -2.8308 2.7327
H -5.3351 -3.3950 3.5450
H -4.8865 -1.6507 3.4901
H -4.6606 -2.9955 8.7192
H -6.2899 -3.7204 8.6801
H -6.0902 -2.0884 8.1419
H -4.5681 -0.8901 7.0550
*
```

HOMO, eV: -7.86
ΔE to the lowest compared entry with this formula, charge and spin, kcal per mole: 0.00
Kohn-Sham gap, hartree: 0.2797
Calculated total energy, eV: -89313.3884

These are the Löwdin partial charges, in e, on atoms 1 to 2:
1 C -0.148
2 O -0.130

Record 4
Entry from the Open Molecules 2025 dataset: the molecule C4H3F3 in a non-equilibrium geometry (wB97M-V/def2-TZVPD).

```
! wB97M-V def2-TZVPD RIJCOSX def2/J DEFGRID3
* xyz 0 1
C -0.0169 0.7647 -0.0791
C 1.8981 -1.2190 0.0729
C 1.2523 0.1389 0.0263
C -1.2225 -0.0347 0.0206
F 0.9232 -2.1376 0.0755
F -0.1714 2.0600 -0.0494
F 2.2129 1.0702 -0.0493
H -1.0549 -0.9742 -0.4493
H -2.1726 0.4792 -0.5566
H -1.6482 -0.1476 0.9885
*
```

HOMO, eV: -9.83
ΔE to the lowest compared entry with this formula, charge and spin, kcal per mole: 72.18
Kohn-Sham gap, hartree: 0.3182
Calculated total energy, eV: -12344.4774

These are the Löwdin partial charges, in e, on atoms 1 to 2:
1 C -0.265
2 C 0.091

Which formula does entry 3 have? C43H118N4O18